No. 1
Below is a molecular structure, C11H14FISi in a non-equilibrium geometry, with properties calculated with wB97M-V/def2-TZVPD.

Calculated values
HOMO energy = -8.19 eV
Energy relative to the best compared isomer or geometry (same formula, charge and spin) = 0.163 eV
Total energy = -30327.562 eV
Lowest unoccupied orbital energy = 0.558 eV

Each line ends with the Mulliken charge.
Element x y z (Å)
I 1.755 -1.638 -2.818  -0.0748
Si -0.420 -0.044 -0.311  0.2563
F 4.425 0.229 3.167  -0.3079
C -1.507 -1.517 -0.653  -0.8423
C 0.710 0.241 -2.470  -1.1204
C -1.754 1.259 -0.422  -0.7796
C 1.538 1.351 1.215  -0.5303
C 2.728 1.422 2.002  -0.7022
C -2.877 0.505 -1.177  -0.6447
C 2.866 -1.013 2.187  -0.6515
C -2.938 -0.946 -0.695  -0.6440
C 3.326 0.289 2.459  0.5289
C 1.675 -1.045 1.499  -0.3099
C 1.041 0.077 0.980  0.2562
H -1.498 2.086 -1.042  0.3952
H 1.141 1.154 -2.816  0.5047
H -0.231 0.172 -3.039  0.3470
H 1.125 2.239 1.001  0.5502
H -3.910 0.768 -0.970  0.3574
H -2.123 1.622 0.491  0.5527
H -2.745 0.748 -2.269  0.2391
H -3.814 -1.456 -1.322  0.2959
H -1.478 -2.296 0.095  0.4013
H 3.361 -1.800 2.636  0.4949
H 2.991 2.418 2.374  0.3219
H -1.354 -1.926 -1.568  0.4795
H -3.251 -0.963 0.359  0.2825
H 1.218 -1.937 1.108  0.3439

---

No. 2
Below is a molecular structure, C4H9N in a non-equilibrium geometry, with properties calculated with wB97M-V/def2-TZVPD.

Calculated values
HOMO energy (spin up / spin down) = -0.12 / -1.05 eV
Spin multiplicity = 2
Energy relative to the best compared isomer or geometry (same formula, charge and spin) = 3.399 eV
Net charge = -1
Total energy = -5778.789 eV
Lowest unoccupied orbital energy (spin up / spin down) = 4.790 / 4.707 eV

Each line ends with the Löwdin spin population.
Element x y z (Å)
N -0.791 -1.120 -1.230  0.3650
C -1.752 -0.154 0.812  0.0353
C 0.872 -0.057 0.602  0.1465
C 1.764 0.776 -0.326  0.0320
C -0.433 -0.485 0.072  0.2792
H -2.607 -0.367 0.178  0.0031
H -1.625 0.903 1.071  0.0091
H 0.042 -1.489 -1.690  0.0330
H 2.148 1.685 0.139  0.0088
H 1.169 -0.553 1.524  0.0271
H 2.599 0.302 -0.886  0.0008
H -0.624 0.083 -1.021  0.0422
H 1.011 1.101 -1.049  0.0016
H -1.773 -0.626 1.804  0.0162

---

No. 3
Below is 4 unconnected molecules or ions with the total composition C2H13NO4 in a non-equilibrium geometry, with properties calculated with wB97M-V/def2-TZVPD.

Calculated values
SMILES string = CNCO.O.O.O
HOMO energy = -9.86 eV
Energy relative to the best compared isomer or geometry (same formula, charge and spin) = 1.001 eV
Total energy = -11964.465 eV
Lowest unoccupied orbital energy = 0.347 eV

Each line ends with the Mulliken charge.
Element x y z (Å)
O 3.348 -0.569 -1.402  -0.5261
O -1.322 -0.614 -0.143  -0.7164
O -2.156 2.204 0.055  -0.6519
O -4.749 1.295 1.202  -0.6287
N 1.421 -0.943 -0.031  -0.3311
C 1.869 -0.476 -1.291  -0.5518
C 1.883 -0.342 1.221  -0.8020
H -3.799 1.447 1.267  0.3225
H 1.752 0.591 -1.455  0.2747
H -2.089 1.248 -0.071  0.3711
H -1.446 -1.553 0.020  0.2459
H -0.330 -0.510 -0.161  0.5962
H 1.942 -1.098 1.994  0.3275
H 3.506 -1.270 -2.042  0.3051
H 1.422 -1.076 -2.069  0.4356
H -1.858 2.644 -0.741  0.2784
H -4.857 0.352 1.064  0.3017
H 1.431 -1.948 0.001  0.2369
H 2.827 0.168 1.025  0.2720
H 1.206 0.449 1.555  0.2404

---

No. 4
Below is 2 unconnected molecules or ions with the total composition C25H20BF6N4O6S in a non-equilibrium geometry, with properties calculated with wB97M-V/def2-TZVPD.

Calculated values
HOMO energy = -4.74 eV
Energy relative to the best compared isomer or geometry (same formula, charge and spin) = 0.000 eV
Net charge = -1
Total energy = -72307.602 eV
Lowest unoccupied orbital energy = -0.823 eV

Each line ends with the Mulliken charge.
Element x y z (Å)
S 1.332 1.969 -4.120  -0.2718
F -4.014 3.789 1.739  -0.3016
F -2.045 3.417 2.641  -0.2669
F -5.254 0.975 -1.846  -0.2943
F -2.296 5.045 1.182  -0.2755
F -4.166 -0.844 -1.260  -0.2550
F -3.747 0.110 -3.197  -0.2744
O -3.097 -1.060 3.248  -0.6363
O 2.043 -2.455 3.833  -0.5107
O 2.413 -4.619 3.764  -0.6182
O 1.708 1.791 -0.185  -0.6115
O 1.059 0.090 -1.824  -0.6019
O -4.001 -3.148 3.665  -0.1848
N -2.437 -7.902 3.502  -0.4696
N 1.682 -3.617 3.538  0.9925
N -3.623 -4.486 3.543  -0.4988
N -2.943 -2.264 3.194  0.8808
C -2.356 -4.424 3.059  0.6809
C -0.081 -5.225 3.052  -0.3974
C -1.893 -3.111 2.796  -0.5824
C -2.963 1.198 -1.246  0.1366
C 2.577 -1.567 1.140  -1.1030
C -2.012 -6.835 3.302  -0.0720
C -0.536 -2.819 2.650  -0.2517
C 1.740 3.593 -4.624  0.5243
C -0.657 1.781 -1.011  0.0405
C 1.331 2.442 -2.442  0.4140
C 2.584 -0.511 0.054  2.6645
C -3.310 2.078 -0.236  -1.1085
C -4.031 0.367 -1.887  0.8966
C -1.642 1.058 -1.652  -0.7754
C -2.314 2.824 0.364  0.2634
C -2.674 3.764 1.476  0.8543
C 1.808 3.971 -6.055  -1.2362
C 1.724 3.745 -2.270  -1.0095
C -1.440 -5.530 3.108  0.1692
C -0.986 2.705 -0.039  -0.7055
C 1.979 4.392 -3.522  -0.6195
C 1.521 -0.953 -1.000  -1.1692
C 0.368 -3.866 2.978  0.3833
C 2.195 0.844 0.728  -1.2086
C 3.943 -0.374 -0.609  -2.0425
B 0.918 1.421 -1.315  1.6766
H 1.433 0.671 1.516  0.2820
H 2.520 3.319 -6.567  0.2776
H 4.230 -1.327 -1.066  0.4473
H -1.397 0.398 -2.475  0.5733
H 1.797 4.252 -1.306  0.3547
H 2.136 5.007 -6.137  0.3373
H -0.241 -1.812 2.310  0.5935
H -0.226 3.340 0.407  0.4138
H 1.562 -1.608 1.565  -0.6038
H 3.085 1.286 1.208  0.3466
H 0.647 -1.404 -0.491  0.2517
H 0.828 3.873 -6.531  0.2521
H 2.305 5.424 -3.630  0.2918
H 3.881 0.400 -1.385  0.3083
H 1.963 -1.726 -1.651  0.3096
H 3.264 -1.334 1.967  0.4337
H 2.809 -2.566 0.735  0.4082
H -4.342 2.174 0.085  0.5194
H 4.697 -0.084 0.132  0.4375
H 0.641 -6.040 3.098  0.5413

---

No. 5
Below is a molecular structure, C5H11NO in a non-equilibrium geometry, with properties calculated with wB97M-V/def2-TZVPD.

Calculated values
HOMO energy = -7.57 eV
Energy relative to the best compared isomer or geometry (same formula, charge and spin) = 4.493 eV
Total energy = -8897.204 eV
Lowest unoccupied orbital energy = 0.888 eV

Each line ends with the Mulliken charge.
Element x y z (Å)
O -1.175 -1.398 0.104  -0.5379
N 0.210 -0.016 -1.854  -0.5162
C -0.755 -0.098 0.377  -0.0928
C 0.263 0.390 -0.538  -0.0759
C 2.305 -0.137 1.415  -0.6612
C -2.063 0.934 -0.244  -1.2877
C 1.518 -0.727 0.526  -0.3950
H 0.566 1.424 -0.395  0.4459
H -2.874 0.661 0.427  0.3828
H 0.925 0.327 -2.476  0.2210
H -2.299 0.658 -1.267  0.3530
H 1.749 -1.740 0.197  0.3019
H 3.267 -0.530 1.732  0.2850
H -1.179 -1.862 0.956  0.3528
H -0.079 -0.978 -1.982  0.2147
H -1.833 1.992 -0.155  0.3682
H 2.103 0.873 1.767  0.2141
H -0.648 0.227 1.411  0.4273

---

No. 6
Below is 2 unconnected molecules or ions with the total composition H3N3O3 in a non-equilibrium geometry, with properties calculated with wB97M-V/def2-TZVPD.

Calculated values
HOMO energy (spin up / spin down) = -9.31 / -8.18 eV
Energy relative to the best compared isomer or geometry (same formula, charge and spin) = 5.190 eV
Total energy = -10654.605 eV
Lowest unoccupied orbital energy (spin up / spin down) = -0.363 / -1.498 eV

Each line ends with the Mulliken charge.
Element x y z (Å)
O -1.530 1.251 0.086  -0.5198
O 1.341 -1.347 0.146  -0.4059
O -2.507 -0.672 0.078  -0.4649
N -1.564 0.044 -0.053  0.5566
N 0.726 -0.295 -0.628  -0.0798
N 1.040 0.838 -0.103  -0.1685
H 0.156 1.454 -0.037  0.4198
H 1.675 0.768 0.664  0.2547
H 0.663 -2.042 -0.153  0.4079

---

> What is the formula in the second record?

C4H9N

---

> energy relative to the best compared isomer or geometry (same formula, charge and spin) of number 2 (C4H9N)?

3.399 eV